{
  "formula": "C35H41Cl2N2OP3V",
  "method": "wB97M-V/def2-TZVPD",
  "multiplicity": 2,
  "total_charge": 2,
  "homo_energy_ev": [-13.3, -13.3],
  "total_energy_ha": -4430.904277,
  "orbital_gap_ha": [0.282, 0.210],
  "elements": ["P", "C", "C", "H", "C", "H", "C", "H", "C", "H", "C", "H", "C", "C", "H", "C", "H", "C", "H", "C", "H", "C", "H", "C", "C", "H", "C", "H", "C", "H", "C", "H", "C", "H", "V", "C", "C", "H", "C", "O", "H", "C", "H", "C", "Cl", "Cl", "P", "C", "H", "H", "H", "C", "H", "H", "H", "C", "H", "H", "H", "P", "C", "C", "H", "H", "H", "H", "H", "H", "C", "H", "H", "H", "H", "N", "C", "C", "C", "C", "N", "C", "C", "H", "H", "H", "H"],
  "xyz": [[0.642440, -5.138766, -3.050108], [-0.988217, -5.670871, -2.706948], [-1.661194, -6.432559, -3.698251], [-1.236377, -6.466510, -4.702512], [-2.800103, -7.144253, -3.349245], [-3.286348, -7.774825, -4.090429], [-3.299127, -7.067935, -2.039819], [-4.152242, -7.679012, -1.758695], [-2.703322, -6.223036, -1.092016], [-3.138612, -6.130866, -0.096201], [-1.556075, -5.509426, -1.417062], [-1.072494, -4.832408, -0.706995], [0.930713, -3.809860, -4.164115], [-0.130710, -3.343119, -4.981483], [-1.144110, -3.697202, -4.791328], [0.145098, -2.507730, -6.053880], [-0.670248, -2.158974, -6.694762], [1.468043, -2.151031, -6.334764], [1.685806, -1.553041, -7.219906], [2.520611, -2.585197, -5.522168], [3.555504, -2.326914, -5.763987], [2.262033, -3.390977, -4.424338], [3.075247, -3.765141, -3.798905], [1.939734, -5.544251, -1.938856], [2.748087, -6.659511, -2.270336], [2.462349, -7.273364, -3.127865], [3.880270, -6.940846, -1.510958], [4.504689, -7.788158, -1.771187], [4.196057, -6.136913, -0.408606], [5.080936, -6.373933, 0.178786], [3.375621, -5.060937, -0.052539], [3.619486, -4.471287, 0.829168], [2.242912, -4.750126, -0.802301], [1.577477, -3.930109, -0.517966], [-0.812834, 0.248082, -0.128949], [0.606845, 1.341855, -1.309595], [1.660457, 0.695271, -1.839198], [0.463139, 2.432435, -1.402219], [1.696148, -0.812202, -1.619252], [2.877415, -1.078579, -0.811559], [2.894152, -2.018254, -0.558103], [0.460323, -1.130264, -0.883753], [1.781469, -1.337861, -2.586631], [-0.156646, -1.435422, 0.214761], [-1.724484, 2.461094, 0.067801], [-2.782174, -0.649303, 0.807593], [-2.224407, 0.324658, -2.223145], [-3.942254, 0.911517, -1.986417], [-3.915630, 1.971357, -1.719355], [-4.401261, 0.354308, -1.162050], [-4.505690, 0.764301, -2.918233], [-1.669408, 1.411568, -3.582697], [-0.732911, 1.025820, -4.005237], [-1.484987, 2.411670, -3.175985], [-2.440401, 1.468877, -4.363816], [-2.485591, -1.263727, -3.077480], [-2.329252, -2.085569, -2.370174], [-1.766702, -1.365861, -3.898544], [-3.511715, -1.315559, -3.469812], [2.961809, 1.582936, -2.758681], [2.725356, 3.331920, -2.505245], [2.752759, 1.178451, -4.488830], [2.586312, 3.553793, -1.441046], [1.852311, 3.694035, -3.060416], [3.628511, 3.845608, -2.865876], [2.654561, 0.095177, -4.623176], [3.638929, 1.538399, -5.030049], [1.851692, 1.664019, -4.880860], [4.604828, 1.124029, -2.242284], [5.039299, 1.933556, -1.646953], [5.219104, 0.958959, -3.135639], [4.561996, 0.209830, -1.644202], [-0.164583, -2.265437, 0.917727], [2.158718, 2.723979, 6.348349], [1.738180, 2.156672, 5.411436], [1.209047, 1.516495, 4.218338], [-0.129389, 1.125710, 4.138782], [-0.641293, 0.746341, 2.898158], [0.115859, 0.736519, 1.788339], [1.438340, 0.949860, 1.882808], [2.016660, 1.337439, 3.093285], [-0.781763, 1.126792, 5.006479], [-1.678238, 0.441848, 2.784072], [2.041280, 0.808780, 0.980330], [3.086921, 1.515901, 3.136446]],
  "atomic_forces_ev_per_a": [[-0.06, 0.26, -0.49], [-1.17, -0.17, 0.18], [0.46, 0.26, 0.52], [-0.19, -0.23, 0.22], [-0.12, 0.12, 0.23], [0.05, 0.15, 0.19], [0.40, 0.16, -0.21], [0.08, 0.18, -0.05], [-0.11, 0.01, -0.12], [0.13, -0.02, -0.30], [0.38, -0.22, -0.49], [-0.21, -0.39, -0.07], [0.05, 0.22, -0.38], [0.28, -0.29, 0.16], [0.20, 0.18, -0.04], [-0.02, 0.04, 0.02], [0.34, -0.14, 0.23], [0.00, 0.04, -0.11], [-0.07, -0.11, 0.24], [0.04, 0.03, 0.09], [-0.40, -0.03, 0.06], [-0.27, -0.33, 0.05], [-0.19, 0.12, -0.20], [0.94, -0.05, 0.79], [-0.36, 0.56, 0.09], [0.26, 0.12, 0.26], [-0.21, 0.26, 0.25], [-0.05, 0.09, 0.05], [-0.23, -0.16, -0.35], [-0.21, 0.13, -0.08], [-0.11, -0.01, 0.00], [-0.05, -0.12, -0.15], [0.12, -0.50, -0.50], [0.23, -0.18, -0.08], [-0.85, 1.96, -1.22], [-0.14, 0.02, 0.05], [0.03, 0.44, 0.07], [0.25, -0.54, -0.03], [1.04, 0.08, -0.58], [-0.53, -0.42, -0.29], [-0.03, 0.38, -0.19], [-1.26, 1.46, 1.80], [-0.09, -0.07, 0.24], [1.84, -3.27, -0.33], [0.00, -0.28, 0.19], [0.25, 0.06, -0.56], [-0.52, 0.44, -0.12], [0.19, -0.02, 0.27], [-0.04, -0.17, -0.01], [0.05, 0.15, -0.24], [0.19, 0.04, 0.23], [0.25, 0.04, 0.08], [-0.19, 0.07, 0.02], [-0.09, -0.12, -0.08], [0.22, -0.04, 0.22], [0.06, -0.40, 0.03], [-0.12, 0.06, -0.13], [-0.13, 0.01, 0.14], [0.37, -0.02, 0.06], [-1.25, -0.61, 0.65], [0.10, 0.43, -0.17], [0.24, 0.15, -0.41], [0.09, -0.11, -0.20], [0.20, -0.08, 0.12], [-0.29, -0.04, 0.06], [0.09, 0.18, 0.08], [-0.31, -0.11, -0.06], [0.18, -0.07, 0.09], [0.46, -0.14, 0.01], [-0.03, -0.17, -0.08], [-0.01, 0.06, 0.26], [0.04, 0.15, -0.12], [-0.21, 0.40, 0.17], [-1.06, -1.49, -2.39], [0.90, 0.97, 1.96], [-0.11, 0.08, 0.00], [-0.07, 0.01, -0.35], [0.33, 0.21, 0.35], [0.11, -0.47, -0.12], [-0.01, 0.17, 0.79], [0.10, 0.03, -0.56], [0.14, 0.15, -0.14], [0.20, 0.23, -0.02], [-0.28, 0.12, 0.37], [-0.20, 0.10, 0.04]]
}

{
  "formula": "C35H42CrN6O3S",
  "method": "wB97M-V/def2-TZVPD",
  "multiplicity": 5,
  "total_charge": 2,
  "homo_energy_ev": [-12.4, -13.0],
  "total_energy_ha": -3355.475535,
  "orbital_gap_ha": [0.243, 0.265],
  "elements": ["Cr", "C", "C", "C", "C", "C", "N", "C", "C", "C", "N", "C", "C", "C", "C", "C", "C", "C", "C", "N", "C", "C", "C", "N", "C", "C", "C", "C", "O", "C", "O", "H", "H", "H", "H", "H", "H", "H", "H", "H", "H", "H", "H", "H", "H", "H", "H", "H", "H", "H", "H", "H", "H", "H", "H", "H", "H", "H", "H", "C", "C", "C", "N", "C", "S", "N", "C", "O", "C", "C", "C", "C", "C", "C", "H", "H", "H", "H", "H", "H", "H", "H", "H", "H", "H", "H", "H", "H"],
  "xyz": [[0.235066, -0.006919, -0.017665], [0.285727, -6.876559, -1.579506], [0.013741, -5.490106, -1.060920], [-0.597578, -5.286258, 0.169822], [-0.861007, -3.997861, 0.619317], [-1.688815, -3.707771, 1.779240], [-1.343550, -3.923045, 2.997132], [0.022640, -4.211685, 3.458714], [0.482177, -3.075155, 4.363680], [0.562706, -1.713611, 3.669864], [0.848031, -0.726649, 4.722236], [1.383223, 0.467474, 4.707134], [1.747591, 1.390354, 3.702260], [2.593096, 2.431976, 4.180358], [3.046669, 3.453976, 3.394481], [3.955662, 4.537290, 3.903920], [2.565711, 3.473569, 2.074645], [1.729852, 2.511467, 1.539962], [1.274499, 2.757627, 0.178041], [0.646266, 1.958299, -0.591820], [0.286134, 2.513325, -1.916253], [-0.296812, 1.478361, -2.861247], [0.599113, 0.257799, -3.041484], [0.355370, -0.713034, -1.968420], [0.392130, -1.955807, -2.268451], [0.117060, -3.055000, -1.361681], [0.330613, -4.359945, -1.808897], [-0.461323, -2.847213, -0.087537], [-0.653883, -1.701727, 0.494594], [1.280050, 1.403421, 2.342850], [0.465220, 0.526855, 1.914999], [-0.285440, -7.622328, -1.029259], [1.341853, -7.133122, -1.483906], [0.019986, -6.960997, -2.632738], [-0.921274, -6.139752, 0.756406], [-2.674340, -3.271404, 1.632708], [-2.027695, -3.727753, 3.721190], [0.661107, -4.310125, 2.586183], [0.018482, -5.153943, 4.004126], [1.467870, -3.349792, 4.740942], [-0.196844, -3.013478, 5.222896], [-0.354308, -1.438830, 3.152758], [1.367101, -1.702617, 2.937231], [0.689107, -1.080023, 5.655970], [1.605043, 0.813768, 5.712682], [2.891719, 2.403474, 5.223406], [4.209487, 4.377448, 4.950328], [3.484358, 5.517082, 3.820080], [4.885492, 4.575161, 3.333848], [2.848159, 4.308600, 1.439492], [1.518228, 3.754196, -0.200030], [1.187099, 2.940751, -2.364534], [-0.428342, 3.324920, -1.768978], [-0.448035, 1.964779, -3.825405], [-1.283006, 1.152691, -2.519148], [1.651616, 0.556549, -2.997339], [0.427731, -0.211974, -4.011473], [0.619429, -2.240862, -3.297943], [0.761278, -4.494889, -2.796091], [7.705189, 0.072999, 3.722998], [6.790259, -0.065845, 2.513667], [5.425269, 0.558484, 2.781132], [4.495300, 0.451113, 1.659460], [3.895946, -0.657969, 1.223840], [2.997583, -0.681933, -0.202678], [4.032355, -1.758245, 2.020771], [3.591432, -3.077274, 1.708876], [2.914202, -3.650894, 2.532303], [4.092395, -3.692891, 0.466354], [5.252574, -3.236392, -0.156574], [5.737252, -3.884122, -1.278205], [5.059461, -4.984573, -1.786132], [3.906023, -5.445344, -1.163698], [3.425015, -4.807505, -0.033838], [8.681565, -0.363816, 3.522728], [7.289449, -0.433279, 4.596523], [7.858955, 1.121307, 3.984112], [6.670310, -1.120129, 2.251870], [7.230420, 0.425618, 1.643409], [5.536274, 1.622682, 2.988912], [4.969432, 0.130610, 3.682200], [4.328216, 1.263560, 1.086685], [4.240567, -1.621565, 3.000363], [5.787039, -2.383666, 0.241311], [6.644585, -3.537225, -1.753044], [5.437708, -5.494469, -2.662248], [3.398167, -6.314689, -1.558199], [2.534506, -5.167018, 0.466781]],
  "atomic_forces_ev_per_a": [[0.02, -0.03, -0.01], [0.00, 0.03, 0.00], [0.01, 0.02, -0.03], [-0.02, -0.01, 0.02], [0.01, 0.04, -0.03], [0.02, -0.02, 0.04], [-0.01, 0.00, -0.03], [-0.03, 0.03, 0.05], [0.02, -0.01, -0.07], [-0.01, -0.03, 0.06], [0.03, 0.02, -0.03], [-0.02, -0.01, 0.01], [0.05, 0.02, 0.01], [0.00, 0.01, -0.02], [-0.01, -0.02, -0.02], [0.00, 0.00, 0.00], [0.00, -0.01, 0.03], [-0.02, 0.01, -0.02], [0.02, -0.03, -0.01], [-0.04, 0.03, 0.04], [0.01, -0.01, -0.02], [0.00, -0.01, 0.01], [0.02, 0.01, -0.01], [-0.01, -0.05, -0.02], [-0.01, 0.03, 0.02], [0.00, 0.02, 0.01], [-0.03, -0.02, 0.02], [0.01, -0.02, -0.01], [0.03, 0.00, -0.01], [0.00, 0.03, -0.01], [-0.01, -0.01, 0.02], [0.00, 0.00, 0.00], [-0.02, -0.03, 0.00], [0.01, 0.00, 0.00], [0.00, 0.00, 0.00], [-0.01, 0.00, 0.00], [-0.01, 0.00, 0.00], [0.01, 0.00, -0.02], [0.00, -0.01, -0.01], [-0.01, -0.01, 0.02], [0.01, 0.01, 0.02], [0.00, -0.01, -0.01], [-0.01, 0.02, -0.01], [0.00, -0.01, 0.00], [-0.02, 0.00, 0.01], [0.01, 0.00, 0.00], [0.00, 0.00, 0.00], [0.00, 0.00, 0.00], [0.00, 0.00, 0.00], [0.00, 0.00, 0.00], [0.01, 0.00, 0.00], [0.00, 0.01, 0.01], [-0.01, -0.01, 0.00], [0.01, 0.00, 0.00], [0.00, 0.01, -0.01], [0.00, -0.01, -0.01], [-0.01, 0.00, 0.00], [0.00, 0.00, 0.00], [0.01, 0.00, 0.00], [0.00, 0.00, 0.00], [0.00, 0.00, -0.01], [0.00, 0.01, 0.00], [-0.04, -0.03, 0.01], [0.01, 0.04, -0.03], [0.03, 0.03, 0.05], [-0.01, -0.06, -0.03], [0.02, 0.07, -0.04], [-0.01, -0.02, 0.02], [-0.01, -0.03, 0.01], [0.01, 0.03, 0.02], [-0.01, -0.01, -0.01], [-0.01, 0.00, 0.01], [0.02, 0.00, -0.02], [-0.02, -0.03, 0.00], [0.00, 0.00, 0.00], [0.00, 0.00, 0.00], [0.00, 0.00, 0.00], [0.00, 0.00, 0.01], [0.00, 0.00, 0.00], [-0.01, 0.00, 0.01], [0.00, 0.00, 0.01], [0.02, -0.01, 0.00], [0.00, 0.02, 0.01], [0.00, 0.00, 0.00], [0.00, 0.00, 0.00], [0.01, 0.01, 0.00], [0.00, 0.00, 0.01], [0.02, 0.03, 0.00]]
}